[1]
# C10H15NO2S

2 unconnected molecules or ions with the total composition C10H15NO2S at a distorted geometry (ωB97M-V/def2-TZVPD, the Open Molecules 2025 dataset).

Each line ends with the natural charge from an NBO analysis.
CARTESIAN COORDINATES (ANGSTROEM)
C (0.920, -2.371, -0.594)  -0.256
C (-0.484, -2.175, -0.508)  -0.325
C (1.766, -1.344, -0.725)  0.061
C (-1.057, -0.886, -0.499)  0.273
C (0.415, 0.617, -1.950)  -0.429
C (1.279, 0.053, -0.837)  -0.328
C (-0.143, 0.205, -0.708)  0.247
C (3.297, -1.397, -0.688)  -0.623
C (-3.197, -1.587, -0.060)  -0.280
C (-0.578, 3.553, 2.620)  -0.831
N (-0.994, 1.863, 0.583)  -0.921
O (1.239, 2.725, 0.934)  -1.013
O (-2.278, -0.515, -0.371)  -0.473
S (0.190, 2.099, 1.746)  1.378
H (1.335, -3.376, -0.373)  0.219
H (-1.068, -3.099, -0.348)  0.223
H (0.606, 1.627, -2.041)  0.257
H (0.321, 0.028, -2.883)  0.227
H (1.946, 0.899, -0.431)  0.305
H (3.723, -2.342, -0.633)  0.217
H (3.566, -0.694, 0.057)  0.222
H (3.555, -0.871, -1.590)  0.215
H (-3.082, -2.283, -0.911)  0.193
H (-4.239, -1.084, -0.223)  0.214
H (-3.061, -2.077, 0.991)  0.208
H (-1.153, 4.391, 2.147)  0.245
H (0.266, 3.876, 3.269)  0.229
H (-1.389, 2.923, 3.264)  0.199
H (-1.702, 1.242, 0.762)  0.347

Cartesian forces, eV/Å:
C 1.1099 -0.3826 0.4275
C -2.3798 1.1172 0.6377
C 1.4557 0.5893 -0.0371
C 4.2540 -2.9377 -0.1308
C 0.1573 -1.3501 -1.7684
C 2.2030 0.4612 1.2581
C -2.2945 1.8980 2.0363
C -2.7280 1.6609 -0.8688
C -1.7932 0.7192 -0.4680
C -1.8682 -2.2442 2.0242
N 3.0254 -0.0493 -2.5094
O 1.3567 -0.1427 -0.2437
O -3.1541 -0.3045 1.0924
S -1.2995 1.5409 -0.8349
H -0.4042 0.6618 -0.4645
H 0.0299 0.8447 -0.2592
H 0.3455 1.9375 -0.4340
H -0.5009 0.4288 0.7112
H -1.0803 -1.5543 -0.3997
H 0.7999 -1.6262 0.2912
H 0.7694 0.2234 1.2065
H 0.6803 -0.1363 -0.7101
H -0.1835 -0.2725 0.7914
H 1.8573 -1.0866 0.8216
H -0.0732 1.0554 -1.9959
H 1.0056 -1.0178 -0.2760
H -0.8083 0.0310 -0.2521
H 1.7980 1.7684 -0.9384
H -2.2802 -1.8328 1.2930

Relative energy (zero: lowest compared OMol25 entry of this formula, charge and spin): 161.27 kcal per mole
F_max: 5.2 eV/Å
Spin multiplicity: 1
Orbital gap (spin up / spin down): 7.34 / 7.34 eV

[2]
# C10H15NO2S

2 unconnected molecules or ions with the total composition C10H15NO2S at a distorted geometry (ωB97M-V/def2-TZVPD, the Open Molecules 2025 dataset).

Each line ends with the Mulliken spin population.
CARTESIAN COORDINATES (ANGSTROEM)
C (0.601, -1.637, 0.867)  0.526
C (1.260, 0.678, 0.711)  0.013
C (1.119, -0.477, 1.457)  0.429
C (0.139, -1.597, -0.408)  -0.050
C (0.817, 0.772, -0.523)  0.316
C (0.178, -0.403, -1.122)  0.588
C (-2.347, 1.690, -0.396)  0.022
C (1.781, -0.643, 2.845)  -0.032
C (-0.574, -2.752, -1.040)  -0.022
C (1.325, 1.858, -1.410)  0.004
N (-4.286, 2.505, -1.418)  0.003
O (-3.247, 2.970, -2.181)  0.004
O (-3.772, 1.726, -0.342)  0.002
S (-1.934, 1.814, -2.199)  0.001
H (0.518, -2.497, 1.551)  0.024
H (1.785, 1.434, 1.268)  -0.002
H (-1.828, 2.584, 0.104)  0.001
H (-1.873, 0.705, 0.030)  -0.004
H (2.803, -0.890, 2.852)  0.038
H (1.598, 0.212, 3.490)  0.019
H (1.317, -1.515, 3.260)  0.004
H (-1.461, -2.903, -0.357)  -0.004
H (-0.905, -2.316, -1.877)  0.016
H (-0.184, -3.772, -1.173)  -0.004
H (1.331, 2.725, -0.760)  0.016
H (2.425, 1.505, -1.481)  0.024
H (0.841, 2.132, -2.281)  -0.002
H (-4.777, 1.915, -2.132)  0.000
H (-0.209, -0.472, -2.026)  0.071

Cartesian forces, eV/Å:
C -1.3117 -2.8841 -0.7090
C 0.4295 0.1014 2.9469
C 2.3941 1.9037 3.1912
C 0.7330 -1.7687 0.9707
C -0.4618 1.3621 -2.5380
C 1.1002 -0.9767 3.2182
C 1.9074 -0.4197 0.2501
C -2.2121 0.4712 -1.3226
C -0.7300 -1.2593 3.9077
C 2.8630 -0.8709 2.9375
N -0.8212 0.0837 -1.2239
O 1.6710 0.6413 -0.2124
O 0.8083 -0.5330 -0.0724
S -1.5855 0.2475 1.0176
H -0.1631 0.0876 -0.8372
H 0.1981 0.7822 -0.4649
H -1.1273 -1.1784 -0.5447
H -1.3931 1.7537 -0.7329
H 1.6904 -0.0371 -0.3743
H 0.0848 0.1025 0.0440
H -0.4360 -0.4062 0.7076
H 0.5303 -0.0250 -0.8779
H -1.6468 0.5853 -3.6951
H 0.6508 0.7633 -0.0045
H 0.3247 0.5504 -0.0963
H -1.3942 1.0898 -0.9054
H -0.8251 -0.0777 -1.9040
H 0.3110 -0.5813 1.5471
H -1.5885 0.4923 -4.2232

Relative energy (zero: lowest compared OMol25 entry of this formula, charge and spin): 74.79 kcal per mole
<S²>: 2.041
F_max: 4.5 eV/Å
Spin multiplicity: 3
Orbital gap (spin up / spin down): 5.31 / 6.69 eV

[3]
# C10H15OS

A gas-phase ion, C10H15OS (charge +1) at a distorted geometry (ωB97M-V/def2-TZVPD, the Open Molecules 2025 dataset).

Each line ends with the natural charge from an NBO analysis.
CARTESIAN COORDINATES (ANGSTROEM)
C (3.038, 1.062, 0.736)  -0.629
C (1.924, 0.780, -0.255)  0.095
C (1.790, -0.696, -0.705)  -0.552
S (2.579, -1.984, 0.294)  0.430
O (0.739, 1.231, 0.325)  -0.528
C (-0.350, 1.492, -0.589)  -0.095
C (-1.490, 0.558, -0.286)  -0.062
C (-2.237, 0.756, 0.876)  -0.200
C (-3.258, -0.133, 1.178)  -0.188
C (-3.532, -1.204, 0.330)  -0.202
C (-2.808, -1.384, -0.841)  -0.190
C (-1.782, -0.498, -1.150)  -0.244
H (2.751, 0.626, 1.692)  0.215
H (3.996, 0.671, 0.405)  0.203
H (3.078, 2.134, 0.881)  0.262
H (2.134, 1.350, -1.163)  0.197
H (2.193, -0.854, -1.701)  0.267
H (0.747, -1.008, -0.740)  0.294
H (3.752, -1.505, 0.735)  0.211
H (1.812, -2.179, 1.380)  0.216
H (-0.035, 1.403, -1.627)  0.180
H (-0.654, 2.516, -0.396)  0.214
H (-2.023, 1.580, 1.538)  0.225
H (-3.842, -0.014, 2.077)  0.227
H (-4.318, -1.901, 0.576)  0.227
H (-3.006, -2.201, -1.515)  0.223
H (-1.197, -0.597, -2.054)  0.204

Cartesian forces, eV/Å:
C -0.6234 -0.2727 -0.0068
C 0.0710 0.2161 0.0524
C 0.1338 0.4333 0.0812
S -0.2093 -1.2660 -1.1504
O 0.0344 0.0129 -0.0490
C -0.2651 -0.1435 0.5616
C 0.0869 0.1746 -0.1788
C -0.1561 -0.5003 -0.2811
C 0.0940 -0.2007 -0.1496
C 0.0481 0.0033 -0.1226
C 0.3290 0.2203 0.0478
C -0.0860 0.2583 0.5476
H 0.1598 -0.0632 0.1800
H 0.2243 0.1490 -0.0362
H 0.2619 0.1436 -0.0147
H -0.0417 -0.0485 -0.2143
H 0.2707 -0.1807 -0.0381
H -0.1245 -0.0459 0.1170
H -0.2791 0.3632 0.5304
H 0.2741 0.6253 0.3575
H 0.1520 -0.0049 -0.0996
H 0.0090 0.1811 -0.1059
H 0.0759 0.1373 0.0266
H -0.0576 0.0831 0.0941
H -0.1109 -0.0172 0.0531
H -0.2037 -0.1451 -0.0028
H -0.0675 -0.1130 -0.1992

Relative energy (zero: lowest compared OMol25 entry of this formula, charge and spin): 0.00 kcal per mole
Net charge: +1
F_max: 1.7 eV/Å
Spin multiplicity: 1
Orbital gap: 8.49 eV

[4]
# C10H16

2 unconnected molecules or ions with the total composition C10H16 at a distorted geometry (ωB97M-V/def2-TZVPD, the Open Molecules 2025 dataset).

Each line ends with the natural charge from an NBO analysis.
CARTESIAN COORDINATES (ANGSTROEM)
C (-1.294, -2.286, 0.239)  -0.636
C (-0.020, -0.927, 1.888)  -0.197
C (-0.158, -1.379, 0.566)  -0.027
C (1.163, -0.304, 2.316)  -0.215
C (0.932, -1.232, -0.314)  -0.214
C (2.196, -0.180, 1.440)  -0.225
C (2.077, -0.561, 0.099)  -0.201
H (-0.862, -1.176, 2.520)  0.207
H (1.145, 0.056, 3.336)  0.218
H (-2.085, -1.815, -0.337)  0.218
H (-1.809, -2.702, 1.110)  0.216
H (0.761, -1.512, -1.344)  0.208
H (3.207, 0.138, 1.677)  0.215
H (2.827, -0.394, -0.661)  0.215
H (-0.949, -3.175, -0.297)  0.220
C (-0.762, 1.847, -1.327)  -0.411
C (-2.085, 2.303, -0.711)  -0.617
C (-0.689, 1.802, -2.894)  -0.622
H (-0.572, 0.823, -1.007)  0.212
H (0.132, 2.433, -1.116)  0.199
H (-2.722, 2.955, -1.308)  0.205
H (-2.675, 1.449, -0.388)  0.205
H (-0.001, 2.557, -3.246)  0.208
H (-1.742, 1.931, -3.209)  0.200
H (-1.794, 2.813, 0.213)  0.213
H (-0.606, 0.823, -3.371)  0.207

Cartesian forces, eV/Å:
C -0.6886 -0.5867 -0.2625
C 0.1521 -0.1645 -1.2848
C 1.2789 -0.7097 1.1391
C -1.7943 -0.4123 0.5706
C -0.9791 1.0005 0.3881
C 1.7771 0.2427 -1.3415
C -1.1417 -0.8338 -0.2014
H 0.1846 0.4098 0.4713
H 0.6126 -0.0439 0.0341
H -0.0279 0.1530 -0.3595
H 0.2474 0.3148 0.2332
H 0.3454 -0.2226 -0.1590
H -0.3623 0.4848 0.6179
H 0.4087 0.0610 0.3715
H 0.0124 0.2452 -0.2195
C 0.6377 -1.0923 -1.8523
C 0.8417 0.1874 0.8201
C -2.4471 -0.4649 0.5638
H 0.1743 0.2249 0.4079
H -0.3538 0.1927 0.9592
H 0.2548 0.0889 -0.1648
H -0.1250 -0.1238 -0.1839
H -0.1380 -0.0567 -0.5944
H 0.4339 1.0457 -0.3347
H -0.4824 0.1896 -0.0151
H 1.1787 -0.1298 0.3967

Relative energy (zero: lowest compared OMol25 entry of this formula, charge and spin): 25.95 kcal per mole
Structure (SMILES): Cc1ccccc1.CCC
F_max: 2.6 eV/Å
Spin multiplicity: 1
Orbital gap: 9.97 eV

[5]
# C10H16

2 unconnected molecules or ions with the total composition C10H16 at a distorted geometry (ωB97M-V/def2-TZVPD, the Open Molecules 2025 dataset).

Each line ends with the natural charge from an NBO analysis.
CARTESIAN COORDINATES (ANGSTROEM)
C (-1.313, 0.128, 1.754)  -0.403
C (-1.635, -0.371, 3.167)  -0.640
C (0.064, 0.497, 1.341)  -0.058
C (1.230, -0.275, 1.330)  -0.210
C (0.086, 1.599, 0.479)  -0.210
C (2.473, 0.159, 0.952)  -0.199
C (1.401, 2.051, 0.012)  -0.190
C (2.599, 1.279, 0.178)  -0.226
H (-1.791, -0.679, 0.905)  0.215
H (-2.124, 1.013, 1.431)  0.217
H (-1.442, 0.282, 4.039)  0.215
H (1.351, -1.243, 1.856)  0.211
H (-0.613, 2.400, 0.315)  0.218
H (3.319, -0.499, 0.944)  0.207
H (1.454, 3.012, -0.509)  0.203
H (3.457, 1.383, -0.400)  0.211
H (-1.117, -1.251, 3.646)  0.220
H (-2.780, -0.512, 2.953)  0.220
C (0.131, -1.357, -3.404)  -0.618
C (-1.259, -0.848, -2.734)  -0.609
H (0.075, -1.629, -4.441)  0.210
H (0.929, -0.675, -3.118)  0.212
H (0.425, -2.323, -2.897)  0.201
H (-1.674, -1.591, -2.096)  0.203
H (-2.121, -0.605, -3.411)  0.200
H (-1.126, 0.052, -2.289)  0.204

Cartesian forces, eV/Å:
C -3.1572 -0.8374 -2.3594
C -1.8123 -0.4898 0.2895
C -0.7504 0.4812 -2.5582
C 0.1735 -1.4295 3.0246
C 5.0030 2.0455 0.2515
C 0.0133 -0.2211 -1.7861
C -0.3131 -1.1174 -0.0469
C -3.5474 1.1860 0.3361
H 1.6017 1.6028 2.4283
H 2.4345 -1.8638 1.3127
H -0.5110 0.7901 -0.9709
H -1.0641 0.4719 -0.1668
H -1.0136 -0.5230 0.2690
H 0.1926 -0.4686 0.5442
H -0.0897 -0.4286 -0.0894
H 1.5083 1.0172 -0.5623
H -0.6278 0.0519 -1.6399
H 1.9476 -0.2853 1.6731
C -1.3880 -0.9713 2.3422
C 0.1101 -2.1262 -3.4476
H 0.0079 0.4799 -0.5606
H -0.0182 0.1905 -0.5897
H -0.3986 0.9149 -0.3888
H -0.0467 -0.4704 0.8962
H 1.0263 -0.5244 -0.1917
H 0.7194 2.5248 1.9908

Relative energy (zero: lowest compared OMol25 entry of this formula, charge and spin): 72.59 kcal per mole
Structure (SMILES): CCc1ccccc1.CC
F_max: 5.4 eV/Å
Spin multiplicity: 1
Orbital gap: 9.69 eV

[6]
# C10H16

2 unconnected molecules or ions with the total composition C10H16 at a distorted geometry (ωB97M-V/def2-TZVPD, the Open Molecules 2025 dataset).

Each line ends with the natural charge from an NBO analysis.
CARTESIAN COORDINATES (ANGSTROEM)
C (0.813, 0.607, -1.477)  -0.420
C (-0.079, 0.753, -2.954)  -0.605
C (-0.163, 0.700, -0.320)  -0.020
C (-1.117, -0.304, -0.053)  -0.221
C (-0.157, 1.710, 0.556)  -0.221
C (-1.996, -0.261, 0.953)  -0.193
C (-1.183, 1.868, 1.550)  -0.195
C (-2.107, 0.827, 1.823)  -0.233
H (1.522, -0.228, -1.597)  0.225
H (1.531, 1.476, -1.433)  0.206
H (-0.297, 1.801, -3.288)  0.210
H (-1.293, -1.014, -0.756)  0.200
H (0.633, 2.455, 0.346)  0.205
H (-2.633, -1.049, 0.999)  0.204
H (-1.091, 2.910, 1.987)  0.218
H (-2.677, 1.010, 2.708)  0.225
H (-1.049, 0.416, -2.762)  0.202
H (0.563, 0.192, -3.743)  0.212
C (1.747, -2.748, -0.037)  -0.601
C (2.771, -2.016, 0.846)  -0.598
H (1.611, -3.788, 0.379)  0.200
H (0.867, -2.245, -0.176)  0.203
H (2.185, -3.163, -1.038)  0.194
H (2.833, -0.950, 0.471)  0.199
H (3.729, -2.546, 0.808)  0.204
H (2.388, -2.089, 1.771)  0.200

Cartesian forces, eV/Å:
C -0.6859 2.0632 -2.5271
C 3.7510 0.4626 0.7450
C 0.3679 -2.7802 -0.6004
C 1.3781 2.0967 -0.7040
C -0.3247 2.2062 0.9035
C -0.1921 1.8265 1.6771
C 1.3941 0.7000 -0.5225
C 2.6612 2.3612 -0.6837
H -0.9507 -0.2929 0.4563
H -0.9042 -0.5734 -0.0091
H 0.9383 -0.6570 0.4720
H -0.0058 -2.4220 -1.9189
H -0.7614 0.0443 0.7045
H -1.9898 -2.1847 0.4866
H -0.7447 -1.6905 0.2645
H -0.9398 -0.6340 0.0583
H -1.3138 -1.4446 0.0159
H -1.6728 0.9148 1.1752
C 3.6975 -4.1169 -1.0567
C 0.5029 0.6056 -4.3487
H -0.5904 1.1363 0.2098
H -2.2155 1.0826 -0.3459
H -0.6616 1.6116 1.2055
H 0.3323 -1.1030 0.7822
H -0.0578 0.4386 -0.0139
H -1.0121 0.3491 3.5746

Relative energy (zero: lowest compared OMol25 entry of this formula, charge and spin): 56.65 kcal per mole
Structure (SMILES): CCc1ccccc1.CC
F_max: 5.6 eV/Å
Spin multiplicity: 1
Orbital gap: 10.02 eV